# 1
The following is a DFT calculation (ωB97M-V with the def2-TZVPD basis set) of 2 unconnected molecules or ions with the total composition C3H7O3.

Calculated values
Energy relative to the best compared isomer or geometry (same formula, charge and spin) (kcal/mol): 11.5
HOMO-LUMO gap (spin up / spin down) (eV): 11.70 / 7.37
E_HOMO (spin up / spin down) (Eh): -0.4068 / -0.4032
Spin multiplicity: 2
Expectation value of S²: 0.76

CARTESIAN COORDINATES (ANGSTROEM)
O: 0.7489 -1.9341 1.5119
C: 0.8622 -0.8627 0.9907
O: 1.8836 -0.2764 0.4920
C: -0.4054 0.1041 0.9265
C: -1.2472 -0.2704 -0.2739
H: -0.8631 -0.2799 1.8332
H: -0.1823 1.1619 0.9996
H: -1.0103 0.2715 -1.1838
H: -1.2166 -1.3380 -0.5057
H: -2.3129 -0.1431 -0.0577
H: 0.7870 1.8201 -1.6406
H: 1.5390 0.6018 -1.1483
O: 1.4172 1.1452 -1.9439

So, what does the natural (NBO) scheme give us? The charges, in e, come out as: number 1, O, carries -0.5565; number 2, C, carries 0.7349; number 3, O, carries -0.2843; number 4, C, carries -0.4329; number 5, C, carries -0.6326; number 6, H, carries 0.2564; number 7, H, carries 0.2284; number 8, H, carries 0.2282; number 9, H, carries 0.2341; number 10, H, carries 0.2321; number 11, H, carries 0.4566; number 12, H, carries 0.4726; number 13, O, carries -0.9368

***

# 2
The following is a DFT calculation (ωB97M-V with the def2-TZVPD basis set) of a molecular structure, C29H41N3O5S3SiY in a non-equilibrium geometry.

Calculated values
Energy relative to the best compared isomer or geometry (same formula, charge and spin) (kcal/mol): 28.6
HOMO-LUMO gap (eV): 5.73
E_HOMO (Eh): -0.3235
Net charge: +1

CARTESIAN COORDINATES (ANGSTROEM)
Y: 1.3006 -0.6496 0.8820
C: -0.5251 2.1583 1.2097
C: -0.3200 2.1771 -0.2893
O: 0.8610 1.3958 -0.5001
C: 1.5055 1.5519 -1.7656
C: 2.8771 0.9471 -1.5649
O: 2.7642 -0.3979 -1.0495
C: 2.7512 -1.4416 -2.0467
C: 1.3690 -2.0247 -2.1277
O: 1.0980 -2.4726 -0.7839
C: -0.0818 -3.2886 -0.6871
C: -1.2943 -2.4053 -0.6209
O: -1.0065 -1.4592 0.4306
C: -2.1250 -0.5847 0.6546
C: -1.7634 0.1825 1.8966
O: -0.4787 0.8106 1.7283
H: -1.4722 2.6226 1.4847
H: 0.2826 2.6916 1.7079
H: -0.1412 3.2094 -0.6064
H: -1.1409 1.7699 -0.8839
H: 1.6163 2.6159 -1.9970
H: 0.9166 1.0907 -2.5617
H: 3.4272 1.5060 -0.8102
H: 3.4568 0.9400 -2.4874
H: 3.4528 -2.2010 -1.6997
H: 3.0916 -1.0583 -3.0073
H: 1.3587 -2.8782 -2.8103
H: 0.6025 -1.3121 -2.4529
H: 0.0275 -3.8570 0.2327
H: -0.1266 -3.9853 -1.5250
H: -2.1743 -2.9956 -0.3527
H: -1.4865 -1.8470 -1.5430
H: -3.0274 -1.1760 0.8313
H: -2.2739 0.0292 -0.2386
H: -1.6480 -0.5040 2.7368
H: -2.5167 0.9251 2.1584
N: 2.5952 1.2945 1.6929
C: 3.1319 1.9268 2.4894
C: 3.7932 2.6817 3.4994
C: 3.8017 2.1850 4.8050
C: 4.4494 2.9104 5.7889
C: 5.0764 4.1080 5.4696
C: 5.0629 4.5952 4.1689
C: 4.4201 3.8855 3.1713
H: 3.3104 1.2487 5.0330
H: 4.4670 2.5419 6.8048
H: 5.5832 4.6685 6.2437
H: 5.5542 5.5288 3.9337
H: 4.4012 4.2510 2.1538
S: -6.9469 -1.3560 -3.3109
C: -5.4736 -0.6361 -3.5054
S: -4.0227 -1.2491 -2.7352
C: -3.1015 0.1007 -3.3560
N: -3.7949 0.9022 -4.0821
N: -5.1084 0.4768 -4.1881
C: -5.9671 1.3224 -4.9578
C: -5.7106 2.6883 -4.9665
C: -6.5191 3.5276 -5.7141
C: -7.5747 3.0127 -6.4513
C: -7.8124 1.6469 -6.4469
C: -7.0108 0.7930 -5.7054
S: -1.4320 0.2763 -2.9451
H: -4.8786 3.0775 -4.3991
H: -6.3211 4.5913 -5.7187
H: -8.2054 3.6731 -7.0315
H: -8.6262 1.2347 -7.0283
H: -7.1912 -0.2694 -5.7107
C: 3.7831 -3.8404 1.8384
Si: 2.5044 -3.3337 3.1348
C: 3.1791 -3.6440 4.8642
C: 0.9442 -4.3810 2.9348
C: 2.1074 -1.5241 2.8677
H: 4.2903 -4.7702 2.1012
H: 4.5540 -3.0729 1.7309
H: 3.3207 -3.9936 0.8586
H: 3.4597 -4.6885 5.0099
H: 2.4336 -3.3920 5.6209
H: 4.0650 -3.0347 5.0554
H: 1.0626 -5.3599 3.4023
H: 0.7072 -4.5689 1.8882
H: 0.0784 -3.9035 3.3999
H: 3.0294 -0.9766 3.1082
H: 1.3744 -1.2400 3.6418

So, what does the Mulliken scheme give us? The charges, in e, come out as: number 1, Y, carries 1.3476; number 2, C, carries -0.8340; number 3, C, carries -0.2815; number 4, O, carries 0.2859; number 5, C, carries -0.1471; number 6, C, carries -0.9843; number 7, O, carries -0.2135; number 8, C, carries -0.9416; number 9, C, carries 0.0649; number 10, O, carries 0.1190; number 11, C, carries -0.6050; number 12, C, carries 0.2237; number 13, O, carries 0.1494; number 14, C, carries 0.1011; number 15, C, carries -1.0615; number 16, O, carries -0.1944; number 17, H, carries 0.5128; number 18, H, carries 0.2378; number 19, H, carries 0.5279; number 20, H, carries -0.1098; number 21, H, carries 0.5129; number 22, H, carries 0.0880; number 23, H, carries 0.2380; number 24, H, carries 0.4971; number 25, H, carries 0.3244; number 26, H, carries 0.4916; number 27, H, carries 0.5344; number 28, H, carries -0.1684; number 29, H, carries -0.3548; number 30, H, carries 0.4696; number 31, H, carries 0.5237; number 32, H, carries -0.5013; number 33, H, carries 0.5362; number 34, H, carries -0.1660; number 35, H, carries 0.2880; number 36, H, carries 0.4611; number 37, N, carries -0.3471; number 38, C, carries 0.3572; number 39, C, carries 0.4262; number 40, C, carries -0.3744; number 41, C, carries -0.6607; number 42, C, carries -0.3647; number 43, C, carries -0.6424; number 44, C, carries -0.4674; number 45, H, carries 0.4996; number 46, H, carries 0.4150; number 47, H, carries 0.4063; number 48, H, carries 0.4070; number 49, H, carries 0.4547; number 50, S, carries -0.3344; number 51, C, carries 0.1029; number 52, S, carries -0.0828; number 53, C, carries 0.2023; number 54, N, carries -0.8112; number 55, N, carries 0.5987; number 56, C, carries 0.5314; number 57, C, carries -0.3018; number 58, C, carries -0.5206; number 59, C, carries -0.4513; number 60, C, carries -0.6244; number 61, C, carries -0.5161; number 62, S, carries -0.4297; number 63, H, carries 0.4265; number 64, H, carries 0.3489; number 65, H, carries 0.3798; number 66, H, carries 0.3641; number 67, H, carries 0.3399; number 68, C, carries -1.0190; number 69, Si, carries 0.2412; number 70, C, carries -1.1044; number 71, C, carries -1.0978; number 72, C, carries -0.8521; number 73, H, carries 0.4148; number 74, H, carries 0.2981; number 75, H, carries 0.2367; number 76, H, carries 0.3197; number 77, H, carries 0.3092; number 78, H, carries 0.3021; number 79, H, carries 0.4351; number 80, H, carries 0.2193; number 81, H, carries 0.3131; number 82, H, carries 0.2557; number 83, H, carries 0.4244

***

Q: Among the records above, which one has the highest energy relative to the best compared isomer or geometry (same formula, charge and spin)?
A: C29H41N3O5S3SiY